# 1
Entry from OMol25: a structure of composition C23H26N3NaO3Te4 in a non-equilibrium geometry (ωB97M-V/def2-TZVPD).

Properties
ΔE to the lowest compared entry with this formula, charge and spin: 496.1 kJ/mol
Net charge: -2
Gap between HOMO and LUMO (alpha / beta): 2.72 / 4.27 eV

Cartesian coordinates (Å):
Te1 3.491 -4.995 0.392
Te2 4.779 -3.346 -3.198
Te3 3.623 -1.448 -1.672
Te4 2.695 -2.466 0.527
Na1 1.236 -0.018 0.222
O1 0.267 -1.800 0.817
O2 1.273 -0.343 -1.773
O3 -0.163 -2.562 -1.665
N1 0.178 0.575 -3.577
N2 -1.482 -2.998 1.736
N3 -0.026 1.529 0.891
C1 -0.783 -2.458 0.645
C2 0.340 -0.408 -2.598
C3 -1.646 3.585 1.837
C4 0.501 2.461 1.717
C5 4.601 2.146 2.825
C6 -2.207 2.610 0.993
C7 -4.024 1.587 -0.246
C8 -1.838 0.579 -0.292
C9 4.000 1.197 2.011
C10 3.843 3.210 3.272
C11 -0.314 3.494 2.191
C12 -0.475 -1.682 -2.718
C13 -3.170 0.586 -0.677
C14 1.255 1.521 -3.743
C15 -1.166 -2.928 -0.747
C16 2.516 3.299 2.898
C17 1.915 2.332 2.079
C18 -0.812 -3.047 3.011
C19 -3.547 2.596 0.583
C20 -0.606 0.336 -4.755
C21 2.661 1.215 1.588
C22 -2.547 -3.943 1.568
C23 -1.320 1.582 0.548
H1 -3.548 -0.205 -1.321
H2 -2.264 4.398 2.210
H3 -1.550 -1.470 -2.769
H4 -3.174 -3.659 0.724
H5 1.965 4.157 3.270
H6 -0.416 -4.051 3.224
H7 -1.508 -2.770 3.809
H8 -1.208 -4.033 -0.761
H9 -2.153 -2.551 -1.050
H10 4.648 0.374 1.683
H11 -0.760 1.295 -5.256
H12 -1.582 -0.068 -4.488
H13 5.650 2.063 3.112
H14 0.845 2.511 -3.953
H15 -2.191 -4.976 1.421
H16 -5.067 1.582 -0.553
H17 1.823 1.566 -2.817
H18 4.287 3.973 3.910
H19 -0.185 -2.205 -3.650
H20 0.005 -2.328 2.995
H21 1.925 1.235 -4.566
H22 0.083 4.251 2.851
H23 -3.163 -3.924 2.472
H24 -0.116 -0.350 -5.466
H25 -1.176 -0.193 -0.636
H26 -4.217 3.383 0.918

***

# 2
Entry from OMol25: a structure of composition C22H13BBr4F4IrN2O4S (ωB97M-V/def2-TZVPD).

Properties
Net charge: -1
Multiplicity: 5
Gap between HOMO and LUMO (alpha / beta): 7.17 / 6.46 eV
Expectation value of S²: 6.03

Cartesian coordinates (Å):
Ir1 -0.903 -1.079 1.366
Br1 -1.173 4.083 2.883
Br2 -1.175 -1.458 6.434
Br3 -1.183 1.499 8.002
Br4 -1.189 4.275 6.231
S1 1.664 0.128 0.170
F1 -1.734 -5.123 -0.383
F2 -1.442 -5.323 1.887
F3 0.379 -4.985 0.517
F4 -1.138 -3.280 0.858
O1 -1.171 -1.031 3.477
O2 -1.127 1.194 2.047
O3 1.859 1.531 0.425
O4 1.989 -0.830 1.200
N1 -2.534 -0.293 0.011
N2 0.150 -0.227 -0.274
C1 -1.171 1.399 6.121
C2 2.677 -0.297 -1.215
C3 4.316 0.261 -2.866
C4 -1.173 2.608 5.348
C5 -2.021 0.621 -0.864
C6 -2.860 1.488 -1.586
C7 -1.152 0.080 4.084
C8 3.379 -1.941 -2.805
C9 -1.139 1.305 3.293
C10 -4.251 1.396 -1.352
C11 -0.600 0.688 -1.019
C12 5.104 -1.418 -4.567
C13 -1.163 0.175 5.508
C14 3.532 0.633 -1.784
C15 4.251 -1.026 -3.391
C16 -0.943 2.462 -2.640
C17 2.592 -1.587 -1.722
C18 -0.095 1.599 -1.915
C19 -4.738 0.487 -0.463
C20 -3.826 -0.352 0.208
C21 -2.298 2.422 -2.490
C22 -1.163 2.563 3.985
B1 -0.972 -4.750 0.716
H1 -4.169 -1.100 0.912
H2 4.991 0.984 -3.310
H3 4.885 -0.798 -5.439
H4 -0.497 3.171 -3.326
H5 0.972 1.676 -2.059
H6 3.317 -2.948 -3.201
H7 -5.795 0.397 -0.257
H8 6.166 -1.299 -4.341
H9 4.936 -2.458 -4.844
H10 1.922 -2.306 -1.267
H11 -4.919 2.061 -1.886
H12 3.578 1.632 -1.371
H13 -2.948 3.089 -3.040

***

# 3
Entry from OMol25: a cluster of 2 separate species, C3H7N2O2 in total in a non-equilibrium geometry (ωB97M-V/def2-TZVPD).

Properties
ΔE to the lowest compared entry with this formula, charge and spin: 318.8 kJ/mol
Net charge: -1
Gap between HOMO and LUMO: 7.23 eV

Cartesian coordinates (Å):
O1 -0.930 0.485 -3.230
O2 0.228 -0.443 1.244
N1 0.791 -0.185 2.497
N2 -1.120 -0.256 -1.135
C1 0.981 0.392 -1.843
C2 0.085 -0.294 3.498
C3 -0.471 0.222 -2.166
H1 -0.889 -0.720 3.775
H2 0.593 0.031 4.367
H3 -0.837 -0.123 -0.163
H4 1.248 1.449 -1.786
H5 0.972 -0.140 -0.937
H6 1.502 -0.059 -2.770
H7 -2.151 -0.358 -1.350

***

# 4
Entry from OMol25: a structure of composition C31H25BrN4O4Zr in a non-equilibrium geometry (ωB97M-V/def2-TZVPD).

Properties
ΔE to the lowest compared entry with this formula, charge and spin: 0.0 kJ/mol
Net charge: +2
Gap between HOMO and LUMO: 5.55 eV

Cartesian coordinates (Å):
Zr1 15.136 7.209 10.177
Br1 12.357 6.480 9.199
O1 16.944 7.784 10.896
O2 14.966 9.129 8.751
O3 15.696 5.370 11.413
O4 13.238 10.024 12.870
N1 13.747 6.749 11.701
N2 14.435 9.311 10.920
N3 13.334 11.228 10.909
N4 14.621 6.920 12.775
C1 16.385 12.539 9.178
C2 17.052 6.683 13.073
C3 9.258 7.166 14.571
C4 9.467 7.270 12.125
C5 11.569 6.885 10.904
C6 8.148 7.997 14.546
C7 19.150 8.387 13.735
C8 15.684 12.452 11.523
C9 17.646 6.665 14.332
C10 12.609 12.578 6.010
C11 18.658 7.518 14.703
C12 18.575 8.493 12.471
C13 13.563 11.881 8.545
C14 14.625 9.872 9.759
C15 13.268 13.520 6.824
C16 14.225 11.360 9.778
C17 13.690 13.211 8.085
C18 15.405 12.200 10.146
C19 12.667 11.030 7.864
C20 12.268 11.326 6.569
C21 12.504 7.191 11.899
C22 10.189 7.085 10.893
C23 15.744 5.995 12.850
C24 9.938 6.817 13.368
C25 8.279 8.034 12.131
C26 16.863 13.059 11.865
C27 7.651 8.438 13.299
C28 17.804 13.469 10.909
C29 17.573 13.120 9.587
C30 17.593 7.587 12.085
C31 13.600 10.136 11.714
H1 9.663 6.891 15.527
H2 16.155 12.372 8.113
H3 14.201 13.953 8.665
H4 19.838 9.177 14.050
H5 14.398 7.542 13.567
H6 18.971 7.527 15.670
H7 9.710 7.255 9.938
H8 18.688 14.065 11.177
H9 12.705 11.945 11.241
H10 18.311 13.278 8.830
H11 11.664 10.613 5.963
H12 15.635 5.137 13.506
H13 17.258 6.021 15.122
H14 10.909 6.317 13.431
H15 17.048 13.347 12.875
H16 12.258 10.188 8.384
H17 7.954 8.426 11.185
H18 12.257 7.697 12.851
H19 7.665 8.357 15.445
H20 18.850 9.304 11.778
H21 12.383 12.754 4.933
H22 16.550 4.957 11.298
H23 14.977 12.173 12.339
H24 6.792 9.062 13.248
H25 13.495 14.462 6.437

***

# 5
Entry from OMol25: a cluster of 2 separate species, C5H14N2PS in total in a non-equilibrium geometry (ωB97M-V/def2-TZVPD).

Properties
ΔE to the lowest compared entry with this formula, charge and spin: 181.6 kJ/mol
Net charge: +1
Gap between HOMO and LUMO: 6.94 eV

Cartesian coordinates (Å):
S1 -2.969 -0.706 -0.803
P1 -0.332 1.253 0.550
N1 2.446 -1.271 0.470
N2 0.736 0.160 1.010
C1 -0.443 2.358 2.030
C2 2.567 -0.258 -1.827
C3 1.305 -0.973 1.040
C4 3.155 -0.324 -0.380
C5 -4.756 -0.644 -1.162
H1 -5.160 -1.592 -1.630
H2 -5.243 -0.617 -0.190
H3 -4.899 0.294 -1.719
H4 -1.451 2.825 1.753
H5 -0.468 1.810 3.022
H6 4.145 -0.661 -0.480
H7 1.525 -0.003 -1.651
H8 2.842 -1.023 -2.631
H9 -3.132 -1.319 0.310
H10 0.727 -1.749 1.647
H11 0.305 3.161 2.009
H12 3.110 -2.010 0.855
H13 3.150 0.636 0.037
H14 2.837 0.653 -2.259

***

# 6
Entry from OMol25: a cluster of 2 separate species, H2N2O2S2 in total in a non-equilibrium geometry (ωB97M-V/def2-TZVPD).

Properties
ΔE to the lowest compared entry with this formula, charge and spin: 52.3 kJ/mol
Net charge: 0
Gap between HOMO and LUMO: 9.68 eV

Cartesian coordinates (Å):
S1 -1.219 -0.687 -0.647
S2 2.406 0.220 -0.523
O1 -1.864 -1.930 -0.334
O2 1.151 1.314 -0.667
N1 -1.358 0.309 0.468
N2 2.255 -0.867 0.398
H1 0.524 1.508 0.011
H2 -1.895 0.131 1.294

***

# 7
Entry from OMol25: a structure of composition C30H32MnN3O6P2S in a non-equilibrium geometry (ωB97M-V/def2-TZVPD).

Properties
ΔE to the lowest compared entry with this formula, charge and spin: 45.6 kJ/mol
Net charge: 0
Multiplicity: 5
Gap between HOMO and LUMO (alpha / beta): 7.80 / 8.51 eV
Expectation value of S²: 6.14

Cartesian coordinates (Å):
Mn1 0.722 0.329 1.406
S1 2.061 2.147 2.718
P1 3.188 0.440 -1.306
P2 -0.791 -0.696 -0.176
O1 1.149 3.237 3.007
O2 1.799 0.110 -0.853
O3 1.391 0.814 3.103
O4 -1.569 0.517 2.595
O5 3.359 2.252 3.328
O6 2.184 1.949 1.201
N1 -0.749 2.025 1.141
N2 -2.772 2.424 2.316
N3 0.274 3.687 -0.056
C1 -1.787 1.271 -1.861
C2 -4.949 -2.172 1.170
C3 1.822 -3.738 0.297
C4 3.410 2.182 -1.702
C5 2.569 -1.800 2.176
C6 3.565 -0.453 -2.831
C7 -1.896 1.982 -3.048
C8 1.107 -2.522 0.413
C9 -1.232 1.540 -4.183
C10 1.384 -4.698 -0.647
C11 1.487 -1.539 1.379
C12 -0.468 0.380 -4.126
C13 -3.619 -1.025 -0.478
C14 -1.847 4.146 0.995
C15 -3.812 -2.375 1.946
C16 -3.815 1.894 3.194
C17 -2.825 3.670 1.790
C18 -4.851 -1.502 -0.038
C19 0.294 -4.469 -1.441
C20 -0.749 3.281 0.700
C21 2.950 -3.949 1.133
C22 -1.675 1.609 2.048
C23 -2.589 -1.896 1.516
C24 3.309 -3.001 2.046
C25 -0.409 -3.250 -1.344
C26 4.492 -0.004 -0.156
C27 -0.354 -0.325 -2.938
C28 0.004 -2.300 -0.452
C29 -1.013 0.113 -1.793
C30 -2.481 -1.215 0.298
H1 -2.309 1.627 -0.980
H2 4.171 -3.162 2.684
H3 -1.274 -3.070 -1.975
H4 2.880 -0.114 -3.610
H5 5.460 0.332 -0.534
H6 -3.352 1.409 4.048
H7 -4.418 1.153 2.666
H8 -0.034 -5.224 -2.145
H9 2.871 -1.077 2.925
H10 0.042 0.027 -5.015
H11 2.556 2.502 -2.303
H12 -5.732 -1.356 -0.650
H13 -1.309 2.096 -5.109
H14 3.398 -1.516 -2.646
H15 4.279 0.469 0.802
H16 -3.553 -0.522 -1.434
H17 1.926 -5.635 -0.725
H18 3.438 2.752 -0.772
H19 1.124 3.153 0.122
H20 0.254 -1.221 -2.890
H21 -4.448 2.713 3.528
H22 -1.700 -2.033 2.120
H23 -3.683 4.267 2.067
H24 -3.886 -2.901 2.890
H25 4.336 2.343 -2.257
H26 4.596 -0.291 -3.152
H27 0.373 4.678 -0.187
H28 -1.869 5.159 0.621
H29 4.495 -1.089 -0.035
H30 -5.910 -2.542 1.508
H31 3.508 -4.875 1.038
H32 -2.499 2.881 -3.087

***

# 8
Entry from OMol25: a structure of composition C26H22GeN4SY in a non-equilibrium geometry (ωB97M-V/def2-TZVPD).

Properties
Net charge: -1
Gap between HOMO and LUMO (alpha / beta): 5.72 / 4.81 eV

Cartesian coordinates (Å):
Y1 1.889 0.149 -2.044
Ge1 -0.869 -0.778 -0.957
S1 3.904 -1.521 -0.771
N1 3.277 1.442 -0.437
N2 5.928 -0.610 0.703
N3 1.138 2.612 -1.696
N4 4.391 0.997 0.261
C1 0.117 5.023 -0.703
C2 -0.310 -0.325 -2.728
C3 0.557 1.664 2.943
C4 1.203 4.454 -0.111
C5 -0.262 -2.598 -0.408
C6 -4.961 -1.489 -1.762
C7 0.553 -3.371 -1.234
C8 0.831 -0.160 1.393
C9 -4.934 -0.624 0.481
C10 -0.519 2.132 2.191
C11 -2.839 -0.929 -0.716
C12 4.726 -0.225 0.092
C13 1.725 3.225 -0.604
C14 -0.484 4.379 -1.821
C15 -3.574 -1.397 -1.809
C16 -5.647 -1.088 -0.618
C17 -0.263 0.281 0.633
C18 -0.681 -3.155 0.804
C19 -0.299 -4.438 1.176
C20 -0.913 1.455 1.044
C21 2.823 2.607 0.000
C22 0.063 3.201 -2.258
C23 1.238 0.525 2.538
C24 0.515 -5.195 0.335
C25 0.947 -4.658 -0.869
C26 -3.542 -0.555 0.432
H1 6.212 0.013 1.442
H2 5.982 -1.590 0.926
H3 0.805 -6.200 0.618
H4 0.867 2.194 3.839
H5 -0.297 5.948 -0.316
H6 -5.462 -0.309 1.376
H7 -5.511 -1.864 -2.620
H8 -6.731 -1.134 -0.586
H9 -1.747 1.836 0.463
H10 3.299 3.079 0.853
H11 -1.342 4.801 -2.326
H12 -0.373 2.672 -3.099
H13 -3.000 -0.214 1.309
H14 1.681 4.905 0.753
H15 -1.307 -2.569 1.473
H16 -1.047 3.027 2.499
H17 -0.633 -4.852 2.121
H18 -3.037 -1.673 -2.715
H19 2.088 0.165 3.108
H20 1.590 -5.238 -1.522
H21 0.877 -2.963 -2.187
H22 1.357 -1.065 1.113

***

# 9
Entry from OMol25: the molecule C3H5FN2S in a non-equilibrium geometry (ωB97M-V/def2-TZVPD).

Properties
ΔE to the lowest compared entry with this formula, charge and spin: 210.5 kJ/mol
Net charge: 0
Gap between HOMO and LUMO: 8.83 eV
SMILES: N/C=C(F)/C=N\S

Cartesian coordinates (Å):
S1 -2.903 -0.796 0.003
F1 -0.315 -1.239 -0.075
N1 2.282 -0.846 0.135
N2 -2.191 0.812 0.096
C1 -0.966 0.960 -0.022
C2 1.482 0.385 -0.046
C3 0.186 0.102 -0.060
H1 3.377 -0.750 -0.008
H2 -0.577 2.018 -0.155
H3 1.782 -1.730 -0.017
H4 -4.136 -0.353 0.141
H5 1.978 1.436 0.008

***

# 10
Entry from OMol25: a structure of composition C22H22Cl6N5O4V in a non-equilibrium geometry (ωB97M-V/def2-TZVPD).

Properties
ΔE to the lowest compared entry with this formula, charge and spin: 48.9 kJ/mol
Net charge: +1
Multiplicity: 2
Gap between HOMO and LUMO (alpha / beta): 6.17 / 6.54 eV
Expectation value of S²: 0.78

Cartesian coordinates (Å):
V1 -1.641 0.648 -1.780
Cl1 -0.573 -2.247 3.483
Cl2 5.343 1.222 1.146
Cl3 3.025 0.946 2.838
Cl4 4.021 -1.362 1.402
Cl5 2.038 -3.507 4.078
Cl6 0.852 -3.688 1.462
O1 1.978 1.444 0.124
O2 1.147 -0.278 1.120
O3 -1.427 -0.869 -2.024
O4 -0.044 0.775 -0.326
N1 1.070 0.647 0.306
N2 -3.003 0.233 -0.057
N3 -0.380 1.390 -3.412
N4 -1.858 2.772 2.967
N5 1.684 -1.275 -2.482
C1 1.492 2.157 -5.281
C2 2.922 -2.782 -3.840
C3 1.045 -2.651 2.880
C4 -4.676 -0.432 2.103
C5 0.449 1.333 -5.695
C6 -3.296 -0.417 2.259
C7 -2.431 1.749 5.084
C8 -2.521 -0.088 1.160
C9 1.629 2.564 -3.978
C10 -0.259 1.501 4.209
C11 1.638 -2.237 -1.547
C12 2.825 -3.794 -2.909
C13 -4.353 0.224 -0.184
C14 3.789 0.380 1.328
C15 2.387 -1.534 -3.585
C16 -1.151 1.228 5.210
C17 -5.179 -0.163 0.850
C18 -0.624 2.271 3.103
C19 2.150 -3.517 -1.727
C20 0.727 2.089 -3.054
C21 -2.722 2.508 3.957
C22 -0.433 0.994 -4.706
H1 3.330 -4.744 -3.018
H2 0.812 2.367 -2.010
H3 1.541 -1.752 2.533
H4 2.179 2.633 -5.973
H5 3.450 -2.921 -4.776
H6 -4.782 0.719 -1.046
H7 0.118 2.341 2.317
H8 2.433 3.235 -3.716
H9 -0.875 0.691 6.109
H10 -3.681 3.011 3.906
H11 0.401 1.021 -6.725
H12 0.723 1.044 4.253
H13 -6.251 -0.033 0.764
H14 -1.448 -0.082 1.306
H15 -5.321 -0.662 2.939
H16 -3.224 1.546 5.791
H17 1.186 -2.015 -0.588
H18 3.133 0.581 0.490
H19 2.068 -4.264 -0.951
H20 2.521 -0.710 -4.276
H21 -2.724 -0.548 3.165
H22 -1.229 0.307 -4.976

***

- What is the formula in the third record?
  C3H7N2O2